1.
{
  "formula": "C3H14NO4",
  "method": "ωB97M-V/def2-TZVPD",
  "symbols": ["C", "C", "C", "N", "H", "H", "H", "H", "H", "H", "H", "H", "O", "H", "H", "O", "H", "H", "O", "H", "H", "O"],
  "positions_angstrom": [[1.942, 0.338, -1.244], [2.226, -0.867, -1.656], [-0.371, 0.921, -1.065], [0.730, 0.694, -0.481], [2.582, 1.186, -1.452], [1.733, -1.785, -1.397], [3.103, -1.011, -2.269], [-1.212, 1.265, -0.470], [-0.592, 0.609, -2.094], [0.892, 0.711, 0.535], [-1.567, 0.068, 1.868], [-1.322, -1.485, 1.663], [-0.967, -0.586, 1.502], [-1.724, 3.254, -3.361], [-2.590, 2.339, -2.556], [-1.720, 2.757, -2.533], [-2.307, -3.237, 2.996], [-2.616, -1.866, 3.419], [-2.587, -2.394, 2.607], [2.223, -0.734, 2.598], [2.733, -0.663, 1.227], [1.898, -0.547, 1.706]],
  "forces_ev_per_angstrom": [[-0.7, 0.7, 0.3], [0.6, -0.8, -0.2], [-1.2, -0.9, 0.6], [1.5, -0.3, -1.0], [-0.2, 0.1, 0.0], [-0.7, 0.0, 0.1], [0.2, 0.2, 0.0], [0.2, -0.1, 0.0], [0.8, 0.6, 0.3], [-0.5, 0.2, 0.1], [-0.3, -0.4, 0.2], [-0.3, 0.7, 0.2], [0.5, 0.2, -0.6], [0.3, 0.1, 0.2], [0.0, 0.0, 0.2], [-0.3, -0.1, -0.4], [-0.1, -0.2, -0.5], [-0.2, 0.3, -0.3], [0.2, -0.4, 1.0], [-0.6, 0.2, 0.2], [-0.2, 0.0, -0.3], [1.1, -0.1, 0.0]],
  "homo_ev": -14.35,
  "gap_ev": 10.60,
  "lumo_ha": -0.1379,
  "e_above_lowest_kj_mol": 208.2,
  "e_tot_ev": -13010.472,
  "fmax_ev_per_a": 1.849,
  "charge": 1,
  "molar_mass_g_mol": 128.15
}

2.
{
  "formula": "C3H14O3",
  "method": "ωB97M-V/def2-TZVPD",
  "symbols": ["C", "C", "C", "H", "H", "H", "H", "H", "H", "H", "H", "O", "H", "H", "O", "H", "H", "O", "H", "H"],
  "positions_angstrom": [[-0.037, -0.698, -1.276], [1.301, -0.569, -0.543], [1.470, 0.900, 0.094], [-0.728, 0.086, -1.000], [-0.540, -1.613, -0.979], [0.063, -0.643, -2.361], [2.195, -0.624, -1.158], [1.298, -1.344, 0.228], [2.543, 1.070, 0.068], [0.855, 1.518, -0.554], [1.090, 0.964, 1.112], [0.134, -1.052, 2.762], [0.988, -1.489, 2.655], [0.260, -0.276, 2.204], [-1.040, 2.220, -0.595], [-1.929, 2.396, -0.924], [-0.728, 3.075, -0.325], [-2.743, -1.285, 0.278], [-2.064, -0.762, 0.702], [-2.388, -1.871, -0.386]],
  "forces_ev_per_angstrom": [[0.2, -0.1, -0.2], [-0.4, 1.6, 1.1], [-0.2, -2.2, -0.8], [0.1, 0.2, 0.1], [0.2, -0.3, -0.4], [0.0, -0.2, 0.0], [-0.2, -0.7, -0.4], [0.5, 0.1, -0.1], [-0.1, 0.7, 0.2], [0.7, 0.4, 0.2], [0.0, 0.2, 0.0], [0.3, 0.1, -0.2], [-0.2, -0.2, 0.2], [-0.2, 0.1, 0.1], [-0.8, -0.2, -0.3], [0.0, -0.1, 0.0], [0.3, 0.7, 0.3], [-1.3, 0.1, 0.3], [0.5, -0.2, -0.2], [0.5, 0.1, 0.0]],
  "homo_ev": -11.04,
  "gap_ev": 11.57,
  "lumo_ha": 0.0193,
  "e_above_lowest_kj_mol": 109.2,
  "e_tot_ev": -9479.792,
  "fmax_ev_per_a": 2.326,
  "molar_mass_g_mol": 98.14
}

3.
{
  "formula": "C3H14O3S",
  "method": "ωB97M-V/def2-TZVPD",
  "symbols": ["C", "C", "S", "C", "H", "H", "H", "H", "H", "H", "H", "H", "H", "H", "O", "H", "H", "O", "H", "H", "O"],
  "positions_angstrom": [[0.129, 0.419, 2.394], [0.123, -0.656, 1.325], [-0.732, 0.026, -0.111], [-1.853, -1.306, -0.573], [0.635, 0.065, 3.291], [0.567, 1.359, 2.080], [-0.881, 0.514, 2.735], [1.011, -1.110, 0.900], [-0.458, -1.479, 1.738], [-2.491, -1.471, 0.297], [-1.243, -2.165, -0.708], [-2.501, -0.912, -1.351], [-3.965, 0.544, -0.352], [-4.885, 1.316, -1.231], [-4.114, 0.736, -1.285], [4.538, -0.368, 1.014], [3.632, -1.479, 0.527], [3.821, -0.541, 0.392], [3.611, 1.062, -2.141], [2.761, 0.986, -0.872], [2.733, 1.237, -1.801]],
  "forces_ev_per_angstrom": [[0.9, -0.3, 0.3], [-1.0, -0.3, 0.0], [-0.3, -0.4, 0.0], [-0.4, 1.7, 0.9], [0.4, -0.1, -0.2], [-0.1, 0.2, 0.0], [-0.7, 0.6, 0.0], [0.8, 0.4, 0.2], [-0.2, -0.2, -0.4], [0.0, -0.1, 0.2], [0.3, -0.9, -0.7], [0.3, -0.4, -0.5], [-0.1, 0.0, 0.0], [0.1, 0.0, -0.4], [0.0, 0.0, 0.5], [0.0, 0.1, -0.1], [0.1, 0.1, -0.2], [-0.2, -0.3, 0.3], [0.2, -0.1, 0.0], [0.4, -0.1, -0.1], [-0.6, 0.1, 0.1]],
  "homo_ev": [-13.90, -13.89],
  "gap_ev": [10.83, 5.88],
  "lumo_ha": [-0.1126, -0.2943],
  "multiplicity": 2,
  "e_above_lowest_kj_mol": 30.5,
  "e_tot_ev": -20307.173,
  "fmax_ev_per_a": 1.960,
  "charge": 1,
  "molar_mass_g_mol": 130.21
}

4.
{
  "formula": "C3H14O3S2",
  "method": "ωB97M-V/def2-TZVPD",
  "symbols": ["C", "C", "C", "S", "S", "H", "H", "H", "H", "H", "H", "H", "H", "O", "H", "H", "O", "H", "H", "O", "H", "H"],
  "positions_angstrom": [[-0.219, 2.309, -4.586], [-0.264, 1.383, -3.358], [0.560, 2.111, -2.288], [1.216, 0.832, -1.178], [1.918, 1.488, 0.677], [-0.841, 2.067, -5.362], [-0.502, 3.371, -4.197], [0.823, 2.469, -4.877], [0.253, 0.421, -3.695], [-1.359, 1.369, -3.098], [0.001, 2.675, -1.594], [1.342, 2.785, -2.717], [0.837, 0.925, 1.423], [-5.077, -3.441, 3.489], [-5.828, -4.125, 3.332], [-4.989, -3.279, 4.371], [-3.457, 0.293, 3.949], [-3.767, 0.116, 4.768], [-3.011, -0.432, 3.537], [3.508, -5.473, 1.904], [4.049, -5.779, 1.195], [2.581, -5.553, 1.595]],
  "forces_ev_per_angstrom": [[1.5, 3.0, 3.1], [0.0, 0.6, -1.2], [1.0, -0.2, 0.5], [0.9, -1.2, -0.1], [-1.8, -0.6, 0.2], [-1.4, -0.8, -2.0], [0.1, -1.6, -0.8], [-0.1, -0.3, -0.5], [-1.2, 0.8, 1.0], [1.3, -1.0, 0.2], [-1.2, 1.1, 0.2], [-0.4, -0.8, 0.3], [1.3, 0.9, -0.9], [-2.1, -2.3, -4.6], [2.1, 1.9, 0.8], [0.0, 0.4, 3.8], [1.1, 2.2, -4.0], [-1.3, -1.4, 3.8], [0.2, -0.8, 0.1], [-1.5, 0.3, 0.6], [0.5, -0.3, -0.8], [1.0, 0.1, 0.2]],
  "homo_ev": -8.63,
  "gap_ev": 9.20,
  "lumo_ha": 0.0207,
  "e_above_lowest_kj_mol": 181.2,
  "e_tot_ev": -31149.589,
  "fmax_ev_per_a": 5.549,
  "molar_mass_g_mol": 162.28
}